No. 1
The following is a DFT calculation (the ωB97M-V functional and the def2-TZVPD basis) of C7H13BrClNOSi as an isolated structure in a non-equilibrium geometry.

Calculated values
LUMO = 0.574 eV
HOMO-LUMO gap = 0.3915 hartree
E = -101451.142 eV
2S+1 = 1
ΔE to the lowest compared entry with this formula, charge and spin = 0.740 eV

Structure (XYZ):
```
25
Properties=species:S:1:pos:R:3:lowdin_charge:R:1
C 3.3722 0.1275 0.4772 -0.165
H -1.2214 -1.5883 0.4544 0.069
H 4.0115 -0.1880 1.3486 0.080
Cl -3.1839 -1.0937 2.7062 0.484
C 2.0961 -0.7882 0.4295 -0.758
C 1.3858 -0.8516 -0.9778 -0.306
C -2.0382 -0.8955 0.1378 -0.337
N 0.4874 2.0621 -0.4408 0.048
H -3.4964 0.5461 0.9836 0.082
C -0.5495 2.5364 -0.0032 -0.483
O -1.4121 3.0143 0.5998 0.166
C -2.5964 -0.0273 1.3345 -0.599
H -1.9247 -0.6793 -2.0322 0.083
H 2.1995 -0.7044 -1.7475 0.076
H -2.9044 -1.5606 -0.1485 0.103
H -1.8471 0.6864 1.7438 0.025
H 2.4477 -1.8326 0.6552 0.087
Br 0.9278 -0.2708 1.9379 0.722
H 0.2755 0.8762 -2.7546 -0.010
H 0.9622 -1.8717 -1.1904 0.088
H -2.4405 0.8330 -1.2307 0.087
Si 0.1066 0.5242 -1.3237 0.591
H 3.9392 -0.0342 -0.4774 0.081
H 3.1135 1.2009 0.6570 0.068
C -1.7104 -0.0208 -1.1388 -0.282
```

No. 2
The following is a DFT calculation (the ωB97M-V functional and the def2-TZVPD basis) of C9H11NO2S2 as an isolated structure in a non-equilibrium geometry.

Calculated values
LUMO = -0.681 eV
HOMO-LUMO gap = 0.3259 hartree
E = -36763.813 eV
2S+1 = 1
ΔE to the lowest compared entry with this formula, charge and spin = 2.863 eV

Structure (XYZ):
```
25
Properties=species:S:1:pos:R:3:lowdin_charge:R:1
C -0.5144 -0.1568 -4.0241 -0.186
S -0.6094 1.5329 -0.3994 0.726
H -1.0445 -1.5260 2.2057 0.056
N 0.3607 -1.9820 -0.5280 0.209
H -0.9858 -0.9088 -4.6748 0.124
C 1.3031 -0.9310 2.9828 -0.078
C 0.7798 0.1201 0.8705 -0.163
H -1.7879 -0.0504 1.7316 0.066
H 2.0469 -0.1962 3.4296 0.092
H 1.7595 0.6659 0.7975 0.148
O -2.0208 1.2184 -0.1361 -0.338
H -1.6045 -0.3121 3.4833 0.102
C -1.1356 -0.5266 2.5007 -0.078
C 0.2719 0.0077 2.2914 -0.449
H 0.2607 1.0287 2.8774 0.170
C -1.0415 0.1170 -2.7668 -0.151
C 0.5899 -1.0786 0.1499 -0.290
H 1.1817 0.5277 -5.2238 0.078
H -1.9009 -0.2923 -2.2687 0.116
O -0.1796 2.8555 -0.1055 -0.329
C -0.2409 1.0024 -2.0685 -0.647
S 1.1315 1.5259 -2.9891 1.031
C 0.6543 0.4733 -4.2723 -0.388
H 1.8534 -1.5981 2.2894 0.079
H 0.8724 -1.5165 3.8473 0.097
```

No. 3
The following is a DFT calculation (the ωB97M-V functional and the def2-TZVPD basis) of a 6-piece molecular cluster, C6H24O6 overall in a non-equilibrium geometry.

Calculated values
LUMO = 0.347 eV
SMILES string = CO.CO.CO.CO.CO.CO
HOMO-LUMO gap = 0.3744 hartree
E = -18893.131 eV
2S+1 = 1
ΔE to the lowest compared entry with this formula, charge and spin = 3.882 eV

Structure (XYZ):
```
36
Properties=species:S:1:pos:R:3:lowdin_charge:R:1
C -3.7584 -0.1705 0.5451 -0.148
H 4.6778 4.2229 -0.8559 0.077
C -1.0310 -3.1563 2.9973 -0.132
O 4.3553 -2.3980 -0.0789 -0.134
C -0.1333 -0.2324 0.2865 -0.155
C -1.7989 2.2218 -2.8896 -0.165
O 2.9424 3.2175 -0.7724 -0.134
C 3.0847 -1.8966 -0.5077 -0.149
H -1.6243 -3.2973 3.9117 0.081
H -0.8771 -2.0535 0.3838 0.037
H -3.0754 -0.4091 1.3677 0.063
H -2.5484 1.8158 -2.2151 0.052
O -3.2975 1.0406 -0.0571 -0.143
H 2.4518 2.6540 -0.1658 0.059
H -0.8063 2.0004 -2.4892 0.073
H 3.7864 4.4206 0.6723 0.073
H 4.7287 2.9225 0.3505 0.074
H 3.1181 -0.8060 -0.4813 0.067
H -0.2557 -2.4201 3.1922 0.082
H 0.8251 0.1741 -0.0428 0.063
C 4.1069 3.7038 -0.0883 -0.153
H 4.3545 -2.5973 0.8563 0.061
H -0.5885 -4.1381 2.7919 0.083
O -1.7772 1.7229 -4.2194 -0.117
H -1.8778 3.3138 -2.8595 0.073
O -1.8546 -2.6817 1.9430 -0.144
H -3.2485 1.6802 0.6601 0.082
H 2.2774 -2.3216 0.0871 0.063
H -0.2450 -0.0927 1.3700 0.081
H 2.9205 -2.2491 -1.5257 0.083
H -0.9237 0.3119 -0.2395 0.057
H -2.6342 -3.2374 1.8638 0.094
H -4.7907 -0.0898 0.8983 0.078
H -3.6799 -0.9805 -0.1803 0.085
O -0.1466 -1.6014 -0.0661 -0.138
H -2.6566 1.4065 -4.4428 0.069
```

No. 4
The following is a DFT calculation (the ωB97M-V functional and the def2-TZVPD basis) of the molecule C4H6OS in a non-equilibrium geometry.

Calculated values
LUMO = 0.944 eV
SMILES string = C1SC[C@H]2O[C@@H]12
HOMO-LUMO gap = 0.3554 hartree
E = -17126.678 eV
2S+1 = 1
ΔE to the lowest compared entry with this formula, charge and spin = 1.451 eV

Structure (XYZ):
```
12
Properties=species:S:1:pos:R:3:lowdin_charge:R:1
H 0.3521 1.4955 1.5379 0.081
H -1.4437 1.2556 1.3989 0.083
H 0.7374 -1.9881 -0.4826 0.158
H 0.0140 -1.0178 1.8734 0.163
C 0.5168 0.1243 -1.3598 -0.425
C -0.4645 1.0210 0.9659 -0.395
S -0.4161 1.5911 -0.7909 0.839
H 0.3399 -0.0958 -2.4102 0.069
H 1.6505 0.2528 -1.2786 0.103
C 0.1666 -1.0207 -0.4075 -0.301
C -0.2572 -0.4800 0.9044 -0.337
O -1.1956 -1.1379 0.0488 -0.038
```

Number 1: HOMO level -10.08 eV. Number 2: HOMO level -9.55 eV. Number 3: HOMO level -9.84 eV. Number 4: HOMO level -8.73 eV.